Entry 1:
The following is a quantum chemistry calculation of a single C19H19N3S2 molecule at a distorted geometry, from the Open Molecules 2025 dataset.

Results
M	353.5	u
Kohn-Sham gap	8.862	eV
largest force on an atom	1.14	eV/A
highest occupied orbital energy	-8.26	eV
SMILES	C=CCn1c(Cc2cccs2)nnc1SC/C=C/c1ccccc1
E_LUMO	0.6	eV

Each line ends with the Löwdin charge.
CARTESIAN COORDINATES (ANGSTROEM)
1 C -3.9202 -2.9963 1.8404  0.0154
2 C -2.8311 -3.1600 1.1149  -0.1515
3 C -1.5399 -2.4349 1.3620  -0.1580
4 N -1.1473 -1.6805 0.2000  -0.0138
5 C -1.6401 -0.4846 -0.2529  -0.3093
6 C -2.6692 0.3174 0.4635  -0.1278
7 C -2.7648 1.6849 -0.1246  -0.5465
8 C -3.7711 2.2197 -0.8635  -0.1313
9 C -3.5079 3.5453 -1.2792  -0.1893
10 C -2.3032 3.9939 -0.8507  -0.4124
11 S -1.4619 2.8084 0.0671  1.0261
12 N -1.0633 -0.1615 -1.3735  0.0851
13 N -0.1911 -1.1281 -1.6989  0.0243
14 C -0.2391 -2.0321 -0.7605  -0.6367
15 S 0.7352 -3.4655 -0.6616  0.9576
16 C 2.1848 -2.8574 -1.6314  -0.4373
17 C 2.8721 -1.7965 -0.8593  -0.1795
18 C 2.6742 -0.4997 -1.0945  -0.0703
19 C 3.2104 0.5993 -0.3040  -0.2215
20 C 4.3967 0.4976 0.4219  -0.0402
21 C 4.8529 1.5639 1.1733  -0.0887
22 C 4.1297 2.7447 1.2215  -0.0956
23 C 2.9493 2.8576 0.5048  -0.0853
24 C 2.4983 1.7991 -0.2597  -0.0397
25 H -4.8276 -3.5356 1.6317  0.0564
26 H -3.9458 -2.3263 2.6848  0.0623
27 H -2.8170 -3.8333 0.2685  0.1084
28 H -0.7406 -3.1569 1.5642  0.1011
29 H -1.6356 -1.7552 2.2142  0.1271
30 H -2.3966 0.3772 1.5231  0.1192
31 H -3.6389 -0.1855 0.3909  0.1258
32 H -4.6742 1.6881 -1.1058  0.1108
33 H -4.1886 4.1310 -1.8706  0.0991
34 H -1.8484 4.9502 -1.0163  0.0581
35 H 2.7990 -3.7445 -1.7789  0.0728
36 H 1.7820 -2.4937 -2.5742  0.0745
37 H 3.4717 -2.1332 -0.0240  0.1050
38 H 2.0114 -0.2134 -1.9008  0.1051
39 H 4.9734 -0.4146 0.3786  0.1066
40 H 5.7786 1.4754 1.7239  0.1005
41 H 4.4883 3.5751 1.8120  0.0985
42 H 2.3804 3.7753 0.5387  0.0999
43 H 1.5752 1.8850 -0.8150  0.0948

***

Entry 2:
The following is a quantum chemistry calculation of a molecular structure, C19H19N5NiO3, from the Open Molecules 2025 dataset.

Results
total charge	-2
M	424.1	u
Kohn-Sham gap	4.435	eV
largest force on an atom	0.28	eV/A
highest occupied orbital energy	0.41	eV
ΔE to the lowest compared entry with this formula, charge and spin	0.00	kJ/mol
E_LUMO	4.8	eV

Each line ends with the Löwdin charge.
CARTESIAN COORDINATES (ANGSTROEM)
1 Ni -0.6758 -1.4643 -0.1409  0.3989
2 N 0.5455 -0.5550 -1.3356  0.0029
3 C 1.9407 -0.8725 -0.9850  -0.1317
4 C 2.0311 -2.0431 -0.0018  -0.5792
5 O 3.1659 -2.4012 0.3965  -0.0820
6 N 0.8480 -2.4959 0.3297  -0.0340
7 C 0.6200 -3.4467 1.3801  -0.1402
8 C -0.8458 -3.3485 1.8371  -0.6459
9 O -1.2133 -4.0883 2.7548  -0.0423
10 O -1.5818 -2.5000 1.2149  -0.0940
11 H 0.2809 -0.8213 -2.2781  0.0823
12 H 0.2990 0.4221 -1.2229  0.0989
13 H 2.3982 -0.0127 -0.4899  0.1057
14 H 2.5465 -1.0974 -1.8674  0.1092
15 H 1.2753 -3.2872 2.2433  0.1095
16 H 0.7886 -4.4810 1.0570  0.1156
17 N 2.5834 -0.5402 2.7541  0.1216
18 C 2.4162 0.7518 2.2866  -0.2762
19 C 3.4672 1.5916 1.9806  -0.0607
20 C 3.2350 2.8986 1.5117  -0.1260
21 C 1.9667 3.3818 1.3397  -0.0826
22 C 0.8600 2.5425 1.6224  -0.1780
23 C -0.4889 2.9171 1.3845  -0.0402
24 C -1.4822 2.0101 1.5701  -0.0664
25 C -1.1553 0.7151 2.0475  -0.1487
26 N 0.0680 0.3548 2.3410  0.1234
27 C 1.0789 1.2383 2.1029  -0.1794
28 H 1.6784 -0.9996 2.7847  0.0616
29 H 3.2203 -1.1055 2.1982  0.0695
30 H 4.4815 1.2262 2.0926  0.0991
31 H 4.0861 3.5287 1.2759  0.0857
32 H 1.7933 4.3850 0.9666  0.0926
33 H -0.7010 3.9090 0.9983  0.1029
34 H -2.5082 2.2232 1.3084  0.0940
35 H -1.9196 -0.0461 2.1328  0.0940
36 N -2.0065 -0.2319 -0.5345  -0.0402
37 C -2.4411 -0.1062 -1.7531  -0.4919
38 C -2.1814 -1.0142 -2.8754  -0.1212
39 C -2.6096 -0.7613 -4.1631  -0.1995
40 C -3.3506 0.3740 -4.5061  -0.2158
41 C -3.6783 1.2482 -3.4501  -0.2004
42 C -3.2721 1.0308 -2.1594  -0.1026
43 H -1.6737 -1.9506 -2.6543  0.0649
44 H -2.3740 -1.4920 -4.9365  0.0715
45 H -3.6863 0.5532 -5.5207  0.0437
46 H -4.2802 2.1315 -3.6634  0.0679
47 H -3.5489 1.7290 -1.3735  0.0639

***

Q: What is the formula in the first record?
A: C19H19N3S2

***

Q: What is the E_LUMO in the second record?
A: 4.8 eV

***

Repeat the second record exactly.
The following is a quantum chemistry calculation of a molecular structure, C19H19N5NiO3, from the Open Molecules 2025 dataset.

Results
total charge	-2
M	424.1	u
Kohn-Sham gap	4.435	eV
largest force on an atom	0.28	eV/A
highest occupied orbital energy	0.41	eV
ΔE to the lowest compared entry with this formula, charge and spin	0.00	kJ/mol
E_LUMO	4.8	eV

Each line ends with the Löwdin charge.
CARTESIAN COORDINATES (ANGSTROEM)
1 Ni -0.6758 -1.4643 -0.1409  0.3989
2 N 0.5455 -0.5550 -1.3356  0.0029
3 C 1.9407 -0.8725 -0.9850  -0.1317
4 C 2.0311 -2.0431 -0.0018  -0.5792
5 O 3.1659 -2.4012 0.3965  -0.0820
6 N 0.8480 -2.4959 0.3297  -0.0340
7 C 0.6200 -3.4467 1.3801  -0.1402
8 C -0.8458 -3.3485 1.8371  -0.6459
9 O -1.2133 -4.0883 2.7548  -0.0423
10 O -1.5818 -2.5000 1.2149  -0.0940
11 H 0.2809 -0.8213 -2.2781  0.0823
12 H 0.2990 0.4221 -1.2229  0.0989
13 H 2.3982 -0.0127 -0.4899  0.1057
14 H 2.5465 -1.0974 -1.8674  0.1092
15 H 1.2753 -3.2872 2.2433  0.1095
16 H 0.7886 -4.4810 1.0570  0.1156
17 N 2.5834 -0.5402 2.7541  0.1216
18 C 2.4162 0.7518 2.2866  -0.2762
19 C 3.4672 1.5916 1.9806  -0.0607
20 C 3.2350 2.8986 1.5117  -0.1260
21 C 1.9667 3.3818 1.3397  -0.0826
22 C 0.8600 2.5425 1.6224  -0.1780
23 C -0.4889 2.9171 1.3845  -0.0402
24 C -1.4822 2.0101 1.5701  -0.0664
25 C -1.1553 0.7151 2.0475  -0.1487
26 N 0.0680 0.3548 2.3410  0.1234
27 C 1.0789 1.2383 2.1029  -0.1794
28 H 1.6784 -0.9996 2.7847  0.0616
29 H 3.2203 -1.1055 2.1982  0.0695
30 H 4.4815 1.2262 2.0926  0.0991
31 H 4.0861 3.5287 1.2759  0.0857
32 H 1.7933 4.3850 0.9666  0.0926
33 H -0.7010 3.9090 0.9983  0.1029
34 H -2.5082 2.2232 1.3084  0.0940
35 H -1.9196 -0.0461 2.1328  0.0940
36 N -2.0065 -0.2319 -0.5345  -0.0402
37 C -2.4411 -0.1062 -1.7531  -0.4919
38 C -2.1814 -1.0142 -2.8754  -0.1212
39 C -2.6096 -0.7613 -4.1631  -0.1995
40 C -3.3506 0.3740 -4.5061  -0.2158
41 C -3.6783 1.2482 -3.4501  -0.2004
42 C -3.2721 1.0308 -2.1594  -0.1026
43 H -1.6737 -1.9506 -2.6543  0.0649
44 H -2.3740 -1.4920 -4.9365  0.0715
45 H -3.6863 0.5532 -5.5207  0.0437
46 H -4.2802 2.1315 -3.6634  0.0679
47 H -3.5489 1.7290 -1.3735  0.0639

***

Q: What is the Kohn-Sham gap in the second record?
A: 4.435 eV